Entry 1:
# C4H11N3O2

2 unconnected molecules or ions with the total composition C4H11N3O2 in a non-equilibrium geometry (ωB97M-V/def2-TZVPD, OMol25).

structure (SMILES): [H]/N=C(\N)NC.CC(=O)O
energy relative to the best compared isomer or geometry (same formula, charge and spin): 341.3 kJ/mol
gap between HOMO and LUMO: 9.299 eV
highest occupied orbital energy: -8.6 eV
E_tot: -473.6728 hartree

```
! RIJCOSX wB97M-V def2-TZVPD def2/J DEFGRID3
* xyz 0 1
H -1.979 -2.338 0.032
N -1.698 -1.422 -0.212
C -1.570 -0.416 0.644
N -1.588 -0.983 2.012
N -1.276 0.897 0.349
C -1.197 1.558 -0.819
H -0.659 -1.139 2.399
H -2.261 -0.449 2.607
H -0.732 1.389 1.047
H -0.974 2.736 -0.618
H -2.221 1.627 -1.423
H -0.538 1.034 -1.518
C 2.528 0.449 -1.089
C 2.001 -0.506 -0.001
O 1.919 -0.509 1.142
O 1.448 -1.644 -0.686
H 2.970 -0.151 -1.911
H 3.047 1.329 -0.336
H 1.668 0.934 -1.548
H 1.112 -2.394 -0.069
*
```

=====

Entry 2:
# C4H11N3O2

2 unconnected molecules or ions with the total composition C4H11N3O2 in a non-equilibrium geometry (ωB97M-V/def2-TZVPD, OMol25).

structure (SMILES): CN=C(N)N.CC(=O)O
energy relative to the best compared isomer or geometry (same formula, charge and spin): 95.8 kJ/mol
gap between HOMO and LUMO: 9.341 eV
highest occupied orbital energy: -8.8 eV
E_tot: -473.7663 hartree

```
! RIJCOSX wB97M-V def2-TZVPD def2/J DEFGRID3
* xyz 0 1
C 2.796 0.597 -0.350
N 1.973 -0.612 -0.456
C 0.951 -0.522 -1.227
N 0.587 0.612 -1.950
N 0.084 -1.579 -1.418
H 3.604 0.566 -1.084
H 3.332 0.630 0.647
H 2.118 1.468 -0.183
H 1.099 1.461 -1.772
H -0.409 0.662 -2.154
H 0.206 -2.438 -0.910
H -0.908 -1.419 -1.446
C -2.864 0.293 1.411
C -1.518 -0.346 1.630
O -1.381 -1.489 1.993
O -0.514 0.529 1.561
H -2.729 0.798 0.449
H -3.069 1.142 2.061
H -3.679 -0.464 1.373
H 0.321 0.111 1.824
*
```

=====

Entry 3:
# C4H11N3O2

2 unconnected molecules or ions with the total composition C4H11N3O2 in a non-equilibrium geometry (ωB97M-V/def2-TZVPD, OMol25).

structure (SMILES): CN=C(N)N.CC(=O)O
energy relative to the best compared isomer or geometry (same formula, charge and spin): 122.0 kJ/mol
gap between HOMO and LUMO: 9.731 eV
highest occupied orbital energy: -9.1 eV
E_tot: -473.7563 hartree

```
! RIJCOSX wB97M-V def2-TZVPD def2/J DEFGRID3
* xyz 0 1
C 0.915 -2.788 -0.714
N 1.282 -1.505 -0.222
C 0.608 -0.814 0.578
N -0.697 -1.137 1.097
N 1.025 0.448 0.931
H 0.009 -2.783 -1.330
H 0.690 -3.506 0.095
H 1.718 -3.260 -1.264
H -1.196 -1.766 0.472
H -0.550 -1.715 1.929
H 0.682 0.847 1.794
H 1.969 0.642 0.638
C -1.556 1.589 -0.521
C -0.601 2.757 -0.403
O -0.848 3.667 0.339
O 0.533 2.522 -1.087
H -1.829 1.349 -1.553
H -2.458 1.877 0.001
H -1.035 0.730 -0.118
H 1.340 2.845 -0.660
*
```

=====

Entry 4:
# C4H11N3O2

2 unconnected molecules or ions with the total composition C4H11N3O2 in a non-equilibrium geometry (ωB97M-V/def2-TZVPD, OMol25).

structure (SMILES): CN=C(N)N.CC(=O)O
energy relative to the best compared isomer or geometry (same formula, charge and spin): 111.3 kJ/mol
gap between HOMO and LUMO: 9.306 eV
highest occupied orbital energy: -8.6 eV
E_tot: -473.7604 hartree

```
! RIJCOSX wB97M-V def2-TZVPD def2/J DEFGRID3
* xyz 0 1
C 0.103 -1.936 2.307
N 0.254 -0.787 1.424
C 0.848 0.236 1.881
N 1.864 0.297 2.809
N 0.637 1.477 1.301
H -0.891 -1.876 2.736
H 0.950 -2.007 2.987
H 0.193 -2.859 1.736
H 2.005 -0.472 3.435
H 2.431 1.115 2.896
H 0.379 1.584 0.339
H 1.031 2.281 1.736
C -0.654 0.861 -3.641
C -1.052 0.144 -2.379
O -2.139 -0.158 -2.009
O 0.093 -0.179 -1.693
H -1.038 1.875 -3.664
H -1.286 0.395 -4.410
H 0.365 0.742 -3.979
H 0.009 -0.236 -0.740
*
```

=====

Entry 5:
# C4H11N3O2

2 unconnected molecules or ions with the total composition C4H11N3O2 in a non-equilibrium geometry (ωB97M-V/def2-TZVPD, OMol25).

structure (SMILES): CN=C(N)N.CC(=O)O
energy relative to the best compared isomer or geometry (same formula, charge and spin): 42.4 kJ/mol
gap between HOMO and LUMO: 9.958 eV
highest occupied orbital energy: -9.1 eV
E_tot: -473.7866 hartree

```
! RIJCOSX wB97M-V def2-TZVPD def2/J DEFGRID3
* xyz 0 1
C -1.301 1.194 -2.066
N -0.365 0.830 -1.053
C 0.892 0.873 -1.220
N 1.458 1.217 -2.420
N 1.797 0.561 -0.206
H -1.489 0.452 -2.847
H -1.080 2.172 -2.519
H -2.289 1.298 -1.630
H 0.917 1.855 -2.992
H 2.452 1.315 -2.527
H 1.549 -0.244 0.346
H 2.140 1.349 0.327
C -0.699 -2.273 3.051
C -0.283 -1.147 2.144
O 0.692 -0.465 2.363
O -1.035 -1.051 1.063
H 0.055 -2.497 3.799
H -0.924 -3.153 2.446
H -1.636 -1.971 3.510
H -0.852 -0.315 0.433
*
```

=====

Entry 6:
# C4H11N3O2

2 unconnected molecules or ions with the total composition C4H11N3O2 in a non-equilibrium geometry (ωB97M-V/def2-TZVPD, OMol25).

energy relative to the best compared isomer or geometry (same formula, charge and spin): 56.3 kJ/mol
gap between HOMO and LUMO (spin up / spin down): 10.994 / 6.587 eV
highest occupied orbital energy (spin up / spin down): -14.1 / -14.1 eV
E_tot: -473.4970 hartree

```
! RIJCOSX wB97M-V def2-TZVPD def2/J DEFGRID3
* xyz 1 2
C 3.564 -1.109 -0.358
C 2.260 -0.370 -0.363
O 1.399 -0.984 0.450
O 1.913 0.524 -1.107
H 3.348 -1.954 -1.016
H 3.909 -1.394 0.608
H 4.359 -0.524 -0.822
C -2.156 -1.174 0.581
C -1.421 1.055 0.047
N -1.217 -0.273 0.039
N -2.492 1.663 0.535
N -0.496 1.784 -0.527
H 0.450 -0.752 0.279
H -1.643 -2.013 1.062
H -2.666 -1.737 -0.207
H -3.419 1.272 0.509
H -2.486 2.652 0.735
H 0.388 1.354 -0.877
H -0.781 2.665 -0.862
H -2.814 -0.684 1.294
*
```

=====

Entry 7:
# C4H11N3S

C4H11N3S in the gas phase in a non-equilibrium geometry (ωB97M-V/def2-TZVPD, OMol25).

structure (SMILES): C/N=C(\NC)NSC
energy relative to the best compared isomer or geometry (same formula, charge and spin): 420.2 kJ/mol
gap between HOMO and LUMO: 9.743 eV
highest occupied orbital energy: -9.0 eV
E_tot: -721.3086 hartree

```
! RIJCOSX wB97M-V def2-TZVPD def2/J DEFGRID3
* xyz 0 1
C 2.294 -1.147 0.041
N 0.948 -1.325 -0.512
C 0.291 -0.325 -0.864
N 0.609 1.011 -1.033
C 0.912 1.808 0.201
N -1.002 -0.591 -1.550
S -2.489 0.077 -0.818
C -2.710 -0.504 1.025
H 2.216 -0.472 1.002
H 3.079 -0.586 -0.729
H 3.015 -2.136 0.462
H -0.140 1.444 -1.714
H 0.569 2.816 -0.154
H 2.019 1.676 0.366
H 0.510 1.732 1.320
H -1.243 -1.684 -1.197
H -3.268 -1.463 1.092
H -3.700 0.055 1.182
H -1.909 -0.386 1.879
*
```

=====

Entry 8:
# C4H11N3S

A molecular structure, C4H11N3S in a non-equilibrium geometry (ωB97M-V/def2-TZVPD, OMol25).

energy relative to the best compared isomer or geometry (same formula, charge and spin): 486.9 kJ/mol
gap between HOMO and LUMO: 9.608 eV
highest occupied orbital energy: -8.8 eV
E_tot: -721.2832 hartree

```
! RIJCOSX wB97M-V def2-TZVPD def2/J DEFGRID3
* xyz 0 1
C -2.936 -0.344 -0.186
C -0.621 -0.382 0.414
C 1.001 -0.003 0.282
C 1.343 1.360 0.513
H -2.845 -1.189 0.527
H -3.571 0.640 -0.015
H -3.486 -0.735 -1.101
H -1.519 -0.919 -1.238
H -0.638 -1.402 0.856
H -1.003 0.296 1.376
H 2.043 1.457 1.490
H 0.171 2.040 0.763
H 2.976 1.026 -0.859
H 2.492 2.616 -0.706
H 2.810 -2.779 -0.403
N -1.620 -0.093 -0.631
N 2.099 1.731 -0.945
N 1.872 -0.870 0.069
S 1.431 -2.451 -0.205
*
```

=====

Entry 9:
# C4H11N4

A gas-phase ion, C4H11N4 (charge +1) in a non-equilibrium geometry (ωB97M-V/def2-TZVPD, OMol25).

energy relative to the best compared isomer or geometry (same formula, charge and spin): 544.3 kJ/mol
gap between HOMO and LUMO (spin up / spin down): 8.193 / 8.540 eV
highest occupied orbital energy (spin up / spin down): -12.6 / -13.1 eV
E_tot: -377.6195 hartree

```
! RIJCOSX wB97M-V def2-TZVPD def2/J DEFGRID3
* xyz 1 1
C 0.018 0.362 -0.900
C 0.267 -0.071 1.901
C -0.222 0.484 -2.383
C -1.157 -1.966 1.420
N -0.317 -0.762 -0.391
N 0.439 1.436 -0.236
N 1.270 2.343 -0.658
N -0.009 -1.123 0.996
H 1.257 0.073 2.278
H -0.543 0.574 2.177
H -0.905 -0.290 -2.710
H 0.729 0.350 -2.902
H -0.622 1.466 -2.621
H -0.945 -2.416 2.389
H -2.050 -1.347 1.488
H -1.318 -2.741 0.671
H 1.203 3.256 -0.233
H 2.092 2.114 -1.210
H 0.812 -1.742 0.923
*
```

=====

Entry 10:
# C4H11N4

2 unconnected molecules or ions with the total composition C4H11N4 in a non-equilibrium geometry (ωB97M-V/def2-TZVPD, OMol25).

energy relative to the best compared isomer or geometry (same formula, charge and spin): 2.1 kJ/mol
gap between HOMO and LUMO (spin up / spin down): 6.911 / 5.428 eV
highest occupied orbital energy (spin up / spin down): -10.1 / -11.7 eV
E_tot: -377.6222 hartree

```
! RIJCOSX wB97M-V def2-TZVPD def2/J DEFGRID3
* xyz 1 3
C -2.872 -0.331 -0.628
C 3.277 -0.561 0.488
C -3.026 0.761 0.174
C 4.034 -0.872 -0.831
N 2.222 0.051 0.733
N 1.138 0.397 0.235
N -2.838 -1.567 -0.042
N -3.035 2.033 -0.303
H -2.407 -0.315 -1.578
H 3.764 -0.830 1.405
H -3.341 0.642 1.239
H 3.299 -1.382 -1.457
H 5.042 -1.342 -0.470
H 4.110 0.141 -1.351
H -3.290 -1.546 0.801
H -3.008 -2.358 -0.596
H -2.522 2.058 -1.096
H -3.366 2.883 0.172
H 0.918 1.290 0.508
*
```

=====

Entry 11:
# C4H11N4O2

2 unconnected molecules or ions with the total composition C4H11N4O2 in a non-equilibrium geometry (ωB97M-V/def2-TZVPD, OMol25).

energy relative to the best compared isomer or geometry (same formula, charge and spin): 767.7 kJ/mol
gap between HOMO and LUMO: 9.060 eV
highest occupied orbital energy: -13.4 eV
E_tot: -528.0355 hartree

```
! RIJCOSX wB97M-V def2-TZVPD def2/J DEFGRID3
* xyz 1 1
C 0.175 2.883 0.192
C 1.884 -2.030 -0.923
C 1.188 -0.551 0.780
C -0.633 0.581 0.054
N -1.756 -0.173 -0.041
N -2.974 0.305 -0.297
N -0.739 1.846 -0.199
N 1.071 -1.739 0.258
O -1.584 -1.452 0.405
O -3.852 -0.536 -0.284
H 0.750 2.716 1.068
H 1.050 2.927 -0.573
H -0.237 3.903 0.414
H 1.449 -2.908 -1.332
H 1.895 -1.159 -1.561
H 2.962 -2.202 -0.656
H 1.991 0.029 0.396
H 0.951 -0.460 1.744
H -1.707 2.239 -0.516
H -2.464 -1.656 0.574
H 0.580 -2.562 0.497
*
```

=====

Entry 12:
# C4H11N4O2S

A gas-phase ion, C4H11N4O2S (charge +1) in a non-equilibrium geometry (ωB97M-V/def2-TZVPD, OMol25).

energy relative to the best compared isomer or geometry (same formula, charge and spin): 212.6 kJ/mol
gap between HOMO and LUMO: 9.769 eV
highest occupied orbital energy: -13.6 eV
E_tot: -926.2031 hartree

```
! RIJCOSX wB97M-V def2-TZVPD def2/J DEFGRID3
* xyz 1 1
C -0.063 -1.220 0.398
C -0.531 2.479 1.496
C 0.765 1.535 1.886
C 1.343 0.718 0.699
N 0.315 0.247 -1.407
N -0.937 -2.033 -0.143
N -0.585 -3.038 -3.095
N 0.429 -0.121 -0.058
O 0.541 -0.885 -2.120
O -1.729 -1.566 -1.145
S -0.972 -1.649 -2.799
H 0.385 -1.657 1.315
H -1.551 1.974 1.497
H -0.384 3.199 2.330
H -0.553 3.089 0.513
H 0.351 0.829 2.585
H 1.552 2.059 2.315
H 1.668 1.458 0.040
H 2.298 0.250 1.036
H -0.572 0.771 -1.747
H -0.927 -2.959 0.367
H -0.842 -3.479 -3.965
*
```

=====

Entry 13:
# C4H11N5

C4H11N5 in the gas phase in a non-equilibrium geometry (ωB97M-V/def2-TZVPD, OMol25).

structure (SMILES): [H]/N=C\N/C(CN)=N\NC
energy relative to the best compared isomer or geometry (same formula, charge and spin): 137.8 kJ/mol
gap between HOMO and LUMO: 9.598 eV
highest occupied orbital energy: -8.7 eV
E_tot: -432.7278 hartree

```
! RIJCOSX wB97M-V def2-TZVPD def2/J DEFGRID3
* xyz 0 1
H 0.760 -2.127 -1.889
N 0.905 -1.508 -2.727
C 0.759 -0.320 -2.342
N 0.415 0.287 -1.125
C 0.097 -0.177 0.152
C 0.474 -1.582 0.566
N -0.371 -2.566 -0.082
N -0.521 0.539 0.974
N -0.827 1.821 0.526
C -0.559 2.751 1.657
H 0.837 0.473 -3.151
H 0.335 1.315 -1.197
H 1.494 -1.760 0.283
H 0.512 -1.714 1.674
H -1.197 -2.648 0.409
H 0.099 -3.479 0.030
H -1.842 1.825 0.413
H 0.578 2.820 1.761
H -1.021 3.750 1.510
H -0.927 2.301 2.556
*
```